No. 1
ORCA calculation (ωB97M-V with the def2-TZVPD basis set) on a structure of composition C37H50Cl2N5O10PS3Y.

XYZ file:
```
109
Properties=species:S:1:pos:R:3:lowdin_charge:R:1
Y -0.71326 1.46094 0.23037 1.404
C 0.72322 2.34818 4.56893 -0.010
N 1.68381 1.51291 3.85881 -0.121
C 2.38669 0.51949 4.64085 -0.045
C 1.55347 1.38348 2.53281 -0.438
O 0.83855 2.12572 1.87054 -0.053
C 2.31488 0.26213 1.83027 -0.121
O 1.81871 0.16451 0.50995 -0.158
C 2.75366 0.24598 -0.53622 -0.126
C 3.41628 1.61865 -0.61919 -0.439
O 3.45319 2.34469 0.35562 0.074
N 3.97765 1.92532 -1.81873 -0.137
C 3.88345 1.05209 -2.96927 -0.052
C 4.38263 3.29475 -2.07239 -0.031
H 1.24365 3.08123 5.18752 0.089
H 0.09807 1.71435 5.20306 0.096
H 0.08238 2.84761 3.84698 0.084
H 2.57654 0.93005 5.63133 0.091
H 3.34888 0.26888 4.19576 0.091
H 1.78924 -0.39314 4.75005 0.081
H 2.11663 -0.67982 2.34446 0.105
H 3.38507 0.47672 1.84057 0.135
H 2.17793 0.02502 -1.43269 0.119
H 3.54473 -0.51042 -0.42841 0.140
H 4.05073 0.01097 -2.69721 0.085
H 4.66213 1.33206 -3.67907 0.091
H 2.91575 1.13109 -3.46820 0.070
H 4.19213 3.88454 -1.18078 0.088
H 3.79820 3.70419 -2.90108 0.080
H 5.44559 3.34541 -2.32298 0.086
Cl -6.43094 -2.62041 -2.69362 0.611
C -4.89057 -1.96786 -2.17689 -0.671
C -4.30501 -0.93326 -2.88485 -0.137
C -3.09731 -0.41762 -2.45704 -0.599
Cl -2.37036 0.85220 -3.37597 0.717
C -2.42055 -0.88533 -1.30206 -0.447
O -1.29949 -0.35723 -0.90914 -0.278
C -3.03679 -1.97794 -0.64441 -0.089
C -2.38631 -2.68164 0.52319 -0.285
O -1.70648 -1.68876 1.28177 -0.123
C -4.26071 -2.48630 -1.06623 -0.082
H -4.78399 -0.51836 -3.76042 0.102
H -3.17236 -3.13842 1.13243 0.132
H -4.73206 -3.29084 -0.51285 0.107
O -0.38395 -0.30041 2.73675 -0.228
P -1.30405 -1.46386 2.77597 0.500
N -2.57958 -1.22203 3.77140 -0.181
C -3.71047 -2.15801 3.78812 -0.196
C -4.84848 -1.42533 3.05156 -0.146
C -4.46181 0.07102 3.10475 -0.154
C -3.16595 0.12204 3.92284 -0.169
N -1.47266 -3.74429 0.18869 -0.086
C -2.09179 -5.05295 -0.00244 -0.183
C -1.00746 -5.84541 -0.71502 -0.177
C -0.45418 -4.80221 -1.68684 -0.159
C -0.47701 -3.50687 -0.86974 -0.141
N -0.69268 -2.91084 3.30951 -0.163
C 0.47887 -3.45588 2.60116 -0.194
C 1.54647 -3.57313 3.68130 -0.170
C 0.72944 -3.96825 4.90885 -0.171
C -0.56014 -3.15228 4.76070 -0.190
H -3.98694 -2.34601 4.83071 0.112
H -3.43298 -3.11352 3.34302 0.098
H -5.80922 -1.62817 3.52600 0.100
H -4.91892 -1.76057 2.01536 0.092
H -5.24055 0.68899 3.55071 0.110
H -4.26940 0.45935 2.10384 0.022
H -3.37284 0.27455 4.98735 0.116
H -2.48282 0.89500 3.57440 0.076
H -2.98763 -5.00540 -0.63952 0.114
H -2.38304 -5.48182 0.96083 0.119
H -1.39338 -6.73724 -1.20863 0.105
H -0.23717 -6.15009 -0.00148 0.105
H -1.12657 -4.71174 -2.54291 0.113
H 0.53933 -5.04375 -2.06462 0.104
H -0.72604 -2.63985 -1.47944 0.108
H 0.50018 -3.30682 -0.41773 0.106
H 0.76800 -2.80255 1.77700 0.100
H 0.23892 -4.43309 2.17456 0.109
H 2.02153 -2.60224 3.84400 0.090
H 2.32275 -4.29586 3.42855 0.110
H 1.23652 -3.75488 5.84982 0.105
H 0.50885 -5.03766 4.88225 0.108
H -0.49793 -2.20919 5.30874 0.108
H -1.42810 -3.69400 5.14164 0.106
C 4.67881 5.36400 -6.55671 -0.045
C 3.92832 5.92850 -7.73625 -0.748
O 4.48190 6.46771 -8.66094 -0.018
S 2.14901 5.78705 -7.81620 1.018
C 1.70506 4.88750 -6.35659 -0.584
C 1.34006 5.56122 -5.19253 -0.103
C 1.02143 4.85358 -4.04753 -0.021
C 1.05697 3.45080 -4.03284 -0.264
C 1.38239 2.79124 -5.22348 -0.041
C 1.70225 3.49702 -6.37061 -0.104
C 0.75836 2.74284 -2.82885 -0.171
C 0.37468 2.21440 -1.79542 -0.065
H 5.54938 5.99277 -6.38021 0.085
H 5.02844 4.36647 -6.83083 0.093
H 4.07400 5.28300 -5.65811 0.060
H 1.31671 6.64369 -5.18736 0.105
H 0.74546 5.37311 -3.13961 0.124
H 1.35273 1.71091 -5.24232 0.111
H 1.95065 2.97283 -7.28503 0.104
O -1.51043 3.75552 0.32522 -0.503
S -2.60306 3.26842 1.22372 0.060
O -3.44026 4.29479 1.78359 -0.371
O -1.89707 2.41368 2.23344 -0.524
S -3.54058 1.88837 0.07782 0.337
```

Frontier orbital gap = 6.8 eV
Net charge = -1
Energy relative to the best compared isomer or geometry (same formula, charge and spin) = 0.0 kJ/mol
2S+1 = 1
E_LUMO = 1.9679 eV


No. 2
ORCA calculation (ωB97M-V with the def2-TZVPD basis set) on a cluster of 3 separate species, CH11N5O in total.

XYZ file:
```
18
Properties=species:S:1:pos:R:3:lowdin_charge:R:1
C -2.32035 0.25092 0.22931 -0.135
N -0.35502 -0.93550 0.99563 -0.202
N -0.97270 -0.21119 -0.06955 -0.136
N -0.47987 -2.34795 0.88557 -0.005
H -0.76611 -0.67614 1.89051 0.107
H -0.34752 0.55810 -0.30107 0.048
H -1.39761 -2.59973 0.51929 0.060
H 0.20896 -2.65035 0.20549 0.065
H -2.99303 -0.60247 0.34856 0.067
H -2.38552 0.86775 1.14054 0.072
H -2.68622 0.84375 -0.61056 0.074
N 1.53101 1.60935 -0.57822 0.002
N 2.11438 1.74338 -1.69452 -0.001
O 2.34172 -0.03835 0.32543 -0.266
H 1.53581 -0.41030 0.73741 -0.043
H 2.21137 1.29117 0.28973 0.050
H 1.63455 1.45321 -2.54397 0.118
H 3.12614 1.85434 -1.76960 0.125
```

Frontier orbital gap (spin up / spin down) = 9.4 / 9.4 eV
Energy relative to the best compared isomer or geometry (same formula, charge and spin) = 137.5 kJ/mol
2S+1 = 1
E_LUMO (spin up / spin down) = 0.3789 / 0.3778 eV


No. 3
ORCA calculation (ωB97M-V with the def2-TZVPD basis set) on a structure of composition C23H34GeIrN2Si2 in a non-equilibrium geometry.

XYZ file:
```
63
Properties=species:S:1:pos:R:3:lowdin_charge:R:1
Ir 0.14738 -0.40359 -0.08709 0.963
N -0.86758 -1.55520 -2.39828 0.007
C -0.79345 -2.98379 -2.22988 -0.270
C -1.22097 -3.85643 -3.23505 -0.080
C -1.16587 -5.22493 -3.04086 -0.134
C -0.68997 -5.73424 -1.84185 -0.074
C -0.25129 -4.88658 -0.80789 -0.183
C 0.22946 -5.37619 0.42794 -0.076
C 0.63934 -4.45507 1.40314 -0.116
C 0.57494 -3.11471 1.13966 -0.216
N 0.12613 -2.59040 -0.03703 -0.114
C -0.29641 -3.46823 -1.01163 -0.186
H -1.81986 -1.25057 -2.56414 0.063
H -0.30166 -1.23834 -3.17714 0.065
H -1.59478 -3.44017 -4.16387 0.093
H -1.49685 -5.89994 -3.82145 0.086
H -0.64783 -6.80562 -1.68239 0.095
H 0.27030 -6.44343 0.60429 0.088
H 1.00847 -4.79080 2.36418 0.091
H 0.89065 -2.39359 1.87842 0.016
C 0.88897 1.59077 -3.09991 -0.253
Si -0.22111 1.47589 -1.52269 0.395
C -2.01193 1.58938 -2.24516 -0.242
C -0.03702 3.26431 -0.82190 -0.292
C -0.16035 4.31894 -1.73461 -0.126
C -0.02141 5.64443 -1.36287 -0.105
C 0.24781 5.95285 -0.03625 -0.106
C 0.35587 4.92545 0.88355 -0.127
C 0.21671 3.57818 0.52223 -0.265
Si 0.46356 2.39521 1.99854 0.432
C -0.63287 3.19750 3.34932 -0.188
C 2.30025 2.69898 2.42133 -0.179
H 0.57509 2.38065 -3.78626 0.006
H 0.88814 0.65077 -3.66008 -0.007
H 1.92338 1.79329 -2.80936 0.014
H -2.15379 2.48387 -2.85692 0.011
H -2.73941 1.62462 -1.42969 0.014
H -2.25749 0.72126 -2.86464 -0.011
H -0.37470 4.09571 -2.77452 0.081
H -0.11846 6.43236 -2.10135 0.092
H 0.36622 6.98332 0.27880 0.092
H 0.55600 5.18317 1.91949 0.085
H -0.17788 4.07877 3.80869 0.021
H -0.84627 2.48338 4.14579 -0.001
H -1.58677 3.50345 2.91183 0.030
H 2.40965 3.58870 3.04669 0.027
H 2.87462 2.86358 1.50784 0.030
H 2.75046 1.85885 2.95394 -0.010
C 1.04369 0.89491 5.19392 -0.235
Ge 0.81562 -0.26321 3.57539 0.714
C -0.35778 -1.68958 4.31330 -0.216
C 2.62831 -1.03852 3.32605 -0.218
C 0.06134 0.57529 1.96113 -0.602
H 1.67136 0.36267 5.91264 0.010
H 0.08310 1.09077 5.67392 0.008
H 1.51362 1.85396 4.97348 -0.001
H 0.03217 -1.99047 5.28803 0.012
H -0.42604 -2.57163 3.67692 -0.006
H -1.36618 -1.29580 4.45635 0.014
H 3.03236 -1.32173 4.30025 0.013
H 3.30067 -0.30804 2.87329 0.006
H 2.61853 -1.92239 2.68801 -0.004
H -1.03287 0.48329 2.07613 -0.031
```

Frontier orbital gap (spin up / spin down) = 5.1 / 7.4 eV
Net charge = -1
Energy relative to the best compared isomer or geometry (same formula, charge and spin) = 77.6 kJ/mol
2S+1 = 5
E_LUMO (spin up / spin down) = 2.9134 / 2.6048 eV